[1]
49
Properties=species:S:1:pos:R:3:nbo_charge:R:1 method="wB97M-V/def2-TZVPD" total_energy_ev=-45543.4409 smiles=O[C@@H](C[PH3]CCC(F)(F)F)C(F)(F)F.CCCC#N.CCCC#N homo_energy_ev=-8.3992 orbital_gap_ev=8.99
O 5.52532 0.79090 0.97161 -0.705
C 4.78064 -0.01275 0.06672 0.007
C 4.22277 0.82328 -1.08455 -0.767
P 2.30400 0.92181 -1.07620 0.855
C 0.40322 1.07789 -0.95202 -0.741
C -0.25669 0.25484 0.15676 -0.511
C -0.27892 -1.23898 -0.04599 0.981
F -1.19760 -1.60814 -0.97661 -0.341
F -0.60114 -1.88840 1.09478 -0.332
F 0.90649 -1.74804 -0.46041 -0.336
C 5.67095 -1.15893 -0.42754 0.956
F 6.53845 -0.78700 -1.38291 -0.326
F 4.90316 -2.14073 -0.95710 -0.337
F 6.38808 -1.70704 0.56051 -0.319
H 5.14998 0.69435 1.85318 0.484
H 3.95590 -0.50931 0.60336 0.185
H 4.60734 1.84026 -0.95985 0.237
H 4.52317 0.43957 -2.06443 0.226
H 2.21337 -0.22206 -1.90871 -0.027
H 2.33337 0.82565 0.35726 -0.084
H 2.35883 2.18963 -1.71516 -0.037
H 0.21211 2.13270 -0.70896 0.220
H -0.06906 0.91010 -1.93011 0.231
H -1.31224 0.54888 0.23692 0.234
H 0.20191 0.48888 1.12694 0.242
C -4.29429 -0.89688 -2.43809 -0.614
C -4.53248 -0.56569 -3.90642 -0.378
C -3.24568 -0.17281 -4.64105 -0.512
C -2.62958 1.01670 -4.04849 0.299
N -2.14307 1.93655 -3.55313 -0.348
H -3.90773 -0.03243 -1.89620 0.213
H -5.22384 -1.20165 -1.95764 0.216
H -3.57582 -1.71126 -2.32899 0.212
H -5.25629 0.24695 -3.99098 0.208
H -4.96306 -1.43002 -4.41468 0.210
H -3.44524 0.03587 -5.69265 0.250
H -2.51899 -0.98612 -4.59579 0.246
C -1.91247 -1.09801 4.38249 -0.615
C -1.99596 0.26777 5.05365 -0.379
C -1.39463 1.38581 4.19439 -0.512
C 0.02501 1.14885 3.92248 0.300
N 1.13444 0.92716 3.70113 -0.351
H -0.87663 -1.39394 4.21189 0.220
H -2.37697 -1.86111 5.00644 0.219
H -2.42363 -1.09515 3.41777 0.206
H -1.48315 0.24058 6.01672 0.210
H -3.03880 0.51847 5.25492 0.209
H -1.48920 2.35364 4.68803 0.252
H -1.91535 1.44936 3.23669 0.243

---

[2]
52
Properties=species:S:1:pos:R:3:nbo_charge:R:1 method="wB97M-V/def2-TZVPD" total_energy_ev=-97856.6436 homo_energy_ev="-11.2015 / -11.2124" e_above_lowest_kj_mol=0.0 orbital_gap_ev="6.16 / 5.99" charge=+1
O 0.41894 -1.63672 -3.80300 -0.447
H -0.48882 -1.94539 -4.13258 0.443
Ga -0.09657 0.06282 -0.05047 1.459
N 1.37463 -0.98649 -0.88382 -0.141
N -0.67793 -1.79058 0.36729 -0.129
N 0.68918 1.85357 -0.21529 -0.191
N -1.25943 0.99463 1.20156 -0.210
O 2.45746 -0.41337 -1.19966 -0.317
O 1.70215 2.20897 -1.04988 -0.504
O -2.24294 0.36033 1.89476 -0.524
O -1.57761 -2.10164 1.25363 -0.482
C -0.05888 -2.74048 -0.36437 0.180
C 1.13490 -2.31393 -0.99751 0.251
C 0.04895 2.78239 0.48533 0.229
C -1.05400 2.30121 1.28080 0.227
C 2.08430 -3.19414 -1.71656 -0.675
H 2.24327 -2.83343 -2.72785 0.267
H 1.70313 -4.21042 -1.76024 0.232
H 3.03429 -3.21706 -1.18343 0.262
C -0.62349 -4.11242 -0.38242 -0.668
H -1.60801 -4.12659 -0.85246 0.255
H -0.73705 -4.49117 0.63134 0.256
H 0.01544 -4.79226 -0.93466 0.234
C 0.56355 4.16989 0.59082 -0.686
C -1.85607 3.15275 2.19064 -0.686
H 1.25022 4.45123 -0.21016 0.273
H 1.11863 4.31740 1.52665 0.251
H -0.23815 4.91146 0.60028 0.245
H -2.47035 2.57914 2.89377 0.261
H -2.54872 3.78496 1.62057 0.260
H -1.22094 3.82780 2.77341 0.242
H 2.18787 1.32047 -1.19768 0.524
H -2.09864 -0.63070 1.62644 0.507
C -1.43770 0.21024 -1.60179 -1.165
H -0.92745 -0.21190 -2.48227 0.203
H -1.66754 1.26562 -1.80834 0.226
H -2.29750 -0.43135 -1.37375 0.224
O 2.06598 0.74316 -3.88228 -0.935
H 1.76650 -0.13238 -4.21937 0.481
H 1.21111 1.11206 -3.59702 0.461
S 1.51388 -0.19810 1.94298 -0.179
C 0.55904 0.09139 3.29138 0.093
N -0.33387 -0.86562 3.68401 -0.487
C -1.11206 -0.70704 4.78854 0.090
C -1.10385 0.48601 5.49963 -0.278
C -0.26288 1.51508 5.04305 -0.101
C 0.60384 1.30609 3.97896 -0.270
H -0.45195 -1.71159 3.11526 0.458
H -1.75650 -1.53403 5.06416 0.237
H -1.75768 0.61917 6.37187 0.255
H -0.29388 2.48225 5.53319 0.238
H 1.29108 2.06667 3.63361 0.250

---

[3]
52
Properties=species:S:1:pos:R:3:nbo_charge:R:1 method="wB97M-V/def2-TZVPD" total_energy_ev=-97856.3368 homo_energy_ev="-11.2937 / -11.2904" e_above_lowest_kj_mol=29.6 orbital_gap_ev="6.58 / 6.50" charge=+1
O 0.32213 -2.21590 -5.01681 -0.413
H -0.53517 -1.93693 -4.63780 0.416
Ga 0.03491 -0.05883 -0.64641 1.455
N 1.54376 -1.15886 -1.31970 -0.163
N -0.58298 -1.88679 -0.20321 -0.143
N 0.74189 1.79759 -0.80684 -0.202
N -1.21394 0.91915 0.59985 -0.192
O 2.72544 -0.72771 -1.42200 -0.321
O 1.83951 2.26464 -1.52248 -0.495
O -2.33492 0.41950 1.21431 -0.519
O -1.61831 -2.15622 0.51217 -0.476
C 0.04364 -2.87387 -0.88486 0.171
C 1.25700 -2.46963 -1.49074 0.215
C 0.12180 2.70892 -0.05513 0.250
C -1.00425 2.23062 0.70352 0.228
C 2.22131 -3.30844 -2.27503 -0.672
H 2.37569 -2.82956 -3.26795 0.263
H 1.79973 -4.32325 -2.40274 0.235
H 3.19001 -3.34855 -1.73382 0.268
C -0.58051 -4.23781 -0.97544 -0.666
H -1.57819 -4.15496 -1.45940 0.255
H -0.72330 -4.65569 0.04121 0.254
H 0.07891 -4.89139 -1.58190 0.235
C 0.60592 4.11561 0.07542 -0.687
C -1.78787 3.13312 1.60570 -0.687
H 1.26879 4.35542 -0.77157 0.276
H 1.16289 4.27783 1.02600 0.257
H -0.26251 4.80629 0.10259 0.248
H -2.36985 2.52718 2.32105 0.264
H -2.48348 3.75967 1.00423 0.264
H -1.11680 3.83207 2.15569 0.246
H 2.13020 1.51021 -2.07460 0.513
H -2.26737 -0.55353 0.98809 0.516
C -1.40300 0.10804 -2.11559 -1.152
H -1.17934 -0.22867 -3.10918 0.211
H -1.56409 1.19689 -1.99152 0.212
H -2.23393 -0.46062 -1.67132 0.221
O 2.25056 0.79288 -4.65124 -0.930
H 1.97844 -0.02660 -5.10225 0.484
H 1.47227 1.01279 -4.13386 0.452
S 1.62693 -0.30571 1.40353 -0.170
C 0.59612 0.03078 2.69658 0.093
N -0.28143 -0.92067 3.11967 -0.487
C -1.04187 -0.78147 4.24257 0.090
C -1.03725 0.42721 4.93573 -0.276
C -0.22770 1.47089 4.45461 -0.103
C 0.58441 1.28096 3.32934 -0.270
H -0.30706 -1.80811 2.61245 0.452
H -1.61361 -1.65653 4.50960 0.238
H -1.65910 0.54526 5.82058 0.255
H -0.19641 2.42902 4.95467 0.240
H 1.23195 2.02377 2.89422 0.247

---

[4]
49
Properties=species:S:1:pos:R:3:nbo_charge:R:1 method="wB97M-V/def2-TZVPD" total_energy_ev=-54563.9387 homo_energy_ev=-3.6967 e_above_lowest_kj_mol=99.3 orbital_gap_ev=6.01 charge=-1
K 0.12382 -0.10476 0.00670 0.868
N -0.81525 -1.26514 -2.10251 -0.873
C -2.26158 -1.50733 -1.95438 -0.218
C -2.96846 -0.41754 -1.14435 -0.233
N -2.52639 -0.24262 0.25654 -0.474
C -2.97075 1.05312 0.79583 -0.220
C -2.00796 1.77547 1.74881 -0.217
N -0.74181 2.07357 1.07984 -0.875
C -2.87701 -1.38401 1.10706 -0.223
C -1.84575 -1.78926 2.16425 -0.227
N -0.61190 -2.35530 1.58831 -0.855
H -0.64726 -0.30671 -2.42534 0.394
H -0.40866 -1.88829 -2.78692 0.360
H -2.39756 -2.48868 -1.49203 0.178
H -2.79237 -1.53897 -2.91390 0.166
H -4.05744 -0.59049 -1.18861 0.158
H -2.77659 0.52225 -1.66103 0.236
H -3.93895 0.94100 1.30897 0.162
H -3.13856 1.72299 -0.05104 0.207
H -1.80516 1.16120 2.63036 0.177
H -2.54606 2.65752 2.11931 0.159
H -0.08372 2.56326 1.66946 0.369
H -0.86331 2.57856 0.20222 0.400
H -3.02447 -2.25694 0.46981 0.200
H -3.83399 -1.18770 1.62112 0.159
H -2.33275 -2.56297 2.76275 0.181
H -1.64983 -0.95360 2.84438 0.172
H -0.21939 -3.03519 2.22577 0.357
H 0.11700 -1.64879 1.51129 0.384
N 0.83336 2.79456 -4.33978 -0.838
C 0.76407 2.13210 -3.10751 0.295
S -0.80374 2.27773 -2.28977 -0.627
N 1.87826 1.55096 -2.78215 -0.471
N 1.88192 0.85130 -1.53959 -0.332
C 3.08725 0.77164 -1.11597 0.112
C 3.65518 -0.05554 -0.00765 -0.244
C 5.01037 -0.36689 -0.17596 -0.152
C 5.73446 -1.20047 0.65802 -0.340
C 5.06160 -1.75889 1.74977 -0.211
C 3.74055 -1.45494 1.98918 -0.288
C 2.97902 -0.56870 1.16348 0.399
O 1.77876 -0.26036 1.48587 -0.840
H -0.06730 2.91278 -4.76936 0.378
H 1.55991 2.42630 -4.93464 0.370
H 3.84050 1.30805 -1.69607 0.157
H 5.50830 0.06920 -1.03854 0.189
H 6.77708 -1.41029 0.46285 0.193
H 5.58607 -2.42672 2.42623 0.187
H 3.22368 -1.85638 2.85364 0.189